C33H27GeMoN3O | ωB97M-V with the def2-TZVPD basis set

energy = -3657.66406 hartree
charge = +2
Kohn-Sham gap (alpha / beta) = 6.004 / 6.024 eV
F_max = 2.401 eV Å⁻¹

Each line ends with the natural charge from an NBO analysis.
Positions of all 66 atoms, in Å:
Mo  0.90  1.12  0.00  1.281
C  0.82  5.09  -0.33  -0.699
C  0.52  3.65  -0.38  0.348
N  0.11  2.90  0.58  -0.232
N  -0.06  3.26  1.89  -0.383
C  0.35  2.23  2.60  0.592
O  0.85  1.15  2.04  -0.677
C  0.27  2.27  4.06  -0.101
C  1.05  1.39  4.81  -0.185
C  1.00  1.44  6.19  -0.198
C  0.18  2.37  6.82  -0.159
C  -0.60  3.25  6.07  -0.205
C  -0.55  3.20  4.69  -0.173
C  0.90  2.72  -1.53  0.026
C  0.54  2.95  -2.89  -0.193
C  1.33  2.47  -3.89  -0.147
C  2.55  1.80  -3.59  -0.213
C  2.91  1.58  -2.30  0.002
N  2.08  1.97  -1.27  -0.487
H  1.85  5.23  0.03  0.276
H  0.74  5.54  -1.32  0.253
H  0.16  5.60  0.37  0.278
H  1.69  0.68  4.31  0.228
H  1.61  0.77  6.78  0.230
H  0.15  2.42  7.90  0.233
H  -1.23  3.97  6.57  0.234
H  -1.16  3.87  4.10  0.235
H  -0.32  3.57  -3.10  0.252
H  1.06  2.65  -4.92  0.252
H  3.22  1.51  -4.38  0.253
H  3.84  1.13  -2.01  0.242
C  0.21  -0.62  -0.31  -0.737
Ge  0.17  -2.26  -1.21  1.893
C  -1.06  -0.33  0.43  -0.151
C  -1.98  0.57  -0.13  -0.115
C  -3.13  0.95  0.58  -0.230
C  -3.37  0.40  1.82  -0.136
C  -2.47  -0.53  2.38  -0.177
C  -1.33  -0.88  1.71  -0.188
C  0.31  -2.15  -3.09  -0.469
C  1.40  -1.56  -3.73  -0.229
C  1.42  -1.47  -5.11  -0.192
C  0.33  -1.92  -5.85  -0.156
C  -0.77  -2.49  -5.22  -0.190
C  -0.77  -2.63  -3.84  -0.210
C  -0.14  -3.93  -0.42  -0.493
C  -1.12  -4.14  0.56  -0.210
C  -1.32  -5.43  1.03  -0.185
C  -0.54  -6.47  0.56  -0.137
C  0.43  -6.26  -0.41  -0.194
C  0.63  -4.99  -0.92  -0.201
H  -1.82  0.93  -1.14  0.224
H  -3.83  1.65  0.15  0.243
H  -4.26  0.67  2.37  0.244
H  -2.66  -0.94  3.36  0.244
H  -0.61  -1.55  2.16  0.239
H  2.25  -1.19  -3.16  0.213
H  2.28  -1.05  -5.62  0.231
H  0.34  -1.83  -6.93  0.242
H  -1.61  -2.84  -5.80  0.244
H  -1.61  -3.12  -3.36  0.231
H  -1.72  -3.33  0.94  0.227
H  -2.09  -5.61  1.77  0.240
H  -0.70  -7.47  0.94  0.243
H  1.03  -7.08  -0.77  0.245
H  1.37  -4.83  -1.70  0.231

***

C43H36Cl2N3O2PS2SiTi | ωB97M-V with the def2-TZVPD basis set

energy = -5172.14406 hartree
Kohn-Sham gap = 6.828 eV
ΔE to the lowest compared entry with this formula, charge and spin = 1.7 kcal per mole
F_max = 0.779 eV Å⁻¹

Each line ends with the Löwdin charge.
Positions of all 91 atoms, in Å:
Ti  0.93  -0.23  -1.19  0.623
C  4.49  1.62  0.86  -0.169
Si  2.92  0.73  1.32  0.404
C  2.40  1.19  3.06  -0.159
C  3.35  -1.09  1.43  -0.158
N  1.58  1.08  0.18  -0.192
C  1.36  2.41  -0.17  -0.310
C  1.86  3.54  0.50  -0.053
C  1.60  4.82  0.05  -0.078
C  0.83  5.04  -1.08  -0.079
C  0.27  3.96  -1.74  0.004
C  0.52  2.69  -1.25  -0.189
O  -0.05  1.54  -1.83  -0.171
C  -1.26  1.74  -2.54  -0.321
C  -2.40  1.98  -1.80  -0.038
C  -3.60  2.15  -2.47  -0.063
C  -3.62  2.07  -3.86  -0.077
C  -2.46  1.84  -4.57  -0.055
C  -1.25  1.67  -3.91  -0.035
H  5.14  1.59  1.74  0.041
H  4.39  2.66  0.55  0.027
H  5.00  1.08  0.06  0.014
H  3.22  0.95  3.75  0.042
H  1.53  0.59  3.37  0.024
H  2.14  2.24  3.21  0.018
H  4.35  -1.09  1.89  0.050
H  3.44  -1.61  0.48  0.020
H  2.70  -1.64  2.10  0.025
H  2.47  3.41  1.38  0.082
H  2.02  5.66  0.60  0.106
H  0.65  6.04  -1.44  0.104
H  -0.36  4.10  -2.61  0.125
H  -2.34  2.02  -0.72  0.113
H  -4.51  2.33  -1.92  0.108
H  -4.56  2.19  -4.39  0.105
H  -2.49  1.78  -5.66  0.110
H  -0.32  1.48  -4.43  0.098
S  3.13  0.03  -2.00  0.750
C  3.31  -1.26  -3.19  -0.618
C  4.57  -1.80  -3.45  -0.046
C  4.72  -2.80  -4.40  -0.188
C  6.03  -3.33  -4.65  -0.178
N  7.09  -3.75  -4.82  0.167
C  3.61  -3.27  -5.10  -0.186
C  2.35  -2.74  -4.83  -0.049
C  2.19  -1.73  -3.88  -0.646
S  0.61  -1.04  -3.58  0.685
C  3.72  -4.30  -6.09  -0.175
N  3.81  -5.11  -6.91  0.168
H  5.43  -1.44  -2.91  0.121
H  1.49  -3.11  -5.37  0.118
O  1.20  -2.21  -0.76  -0.076
C  0.59  -1.67  0.17  -0.382
C  0.18  -2.27  1.43  -0.228
C  0.75  -3.49  1.82  -0.013
C  0.51  -3.98  3.09  -0.051
C  -0.27  -3.25  3.97  -0.047
C  -0.86  -2.06  3.58  -0.067
C  -0.66  -1.55  2.30  -0.295
P  -1.58  -0.08  1.66  1.100
C  -3.29  -0.73  1.67  -0.407
C  -4.31  0.21  1.49  -0.115
C  -5.63  -0.19  1.36  -0.081
C  -5.95  -1.54  1.38  -0.085
C  -4.95  -2.48  1.55  -0.079
C  -3.63  -2.08  1.69  -0.101
C  -1.63  1.07  3.07  -0.370
C  -0.79  2.19  3.00  -0.110
C  -0.78  3.13  4.01  -0.075
C  -1.62  2.98  5.11  -0.079
C  -2.47  1.89  5.18  -0.075
C  -2.48  0.94  4.17  -0.100
H  1.39  -4.01  1.12  0.131
H  0.96  -4.92  3.40  0.111
H  -0.44  -3.62  4.97  0.111
H  -1.49  -1.52  4.28  0.101
H  -4.08  1.27  1.46  0.106
H  -6.41  0.55  1.23  0.104
H  -6.98  -1.86  1.27  0.103
H  -5.19  -3.54  1.56  0.106
H  -2.86  -2.83  1.80  0.100
H  -0.15  2.31  2.13  0.078
H  -0.12  3.99  3.94  0.107
H  -1.62  3.72  5.90  0.104
H  -3.14  1.78  6.03  0.105
H  -3.18  0.11  4.21  0.105
Cl  -2.83  -4.06  -1.74  0.541
C  -2.18  -2.64  -2.56  -0.948
Cl  -2.00  -1.27  -1.43  0.643
H  -2.86  -2.33  -3.34  0.037
H  -1.19  -2.86  -2.95  -0.026

***

C3H4ClNOS | ωB97M-V with the def2-TZVPD basis set

energy = -1104.92388 hartree
Kohn-Sham gap = 8.373 eV
ΔE to the lowest compared entry with this formula, charge and spin = 100.5 kcal per mole
F_max = 7.030 eV Å⁻¹

Each line ends with the natural charge from an NBO analysis.
Positions of all 11 atoms, in Å:
C  2.33  -0.13  0.68  -0.129
N  0.98  -0.47  0.70  -0.110
O  0.54  0.40  -0.52  -0.424
C  -0.76  0.54  -0.77  0.218
S  -1.01  1.17  -2.26  -0.033
C  -1.81  -0.09  0.11  -0.433
Cl  -1.70  -1.94  0.25  -0.032
H  2.74  0.56  -0.27  0.247
H  2.93  -0.87  1.35  0.226
H  -1.53  0.39  0.96  0.217
H  -2.70  0.45  -0.23  0.255

***

C60H50BBaBrN8O3P2 | ωB97M-V with the def2-TZVPD basis set

2S+1 = 2
energy = -6287.41204 hartree
charge = -1
Kohn-Sham gap (alpha / beta) = 4.853 / 7.236 eV
ΔE to the lowest compared entry with this formula, charge and spin = 41.8 kcal per mole
F_max = 2.843 eV Å⁻¹

Each line ends with the Mulliken spin population.
Positions of all 126 atoms, in Å:
Ba  0.57  -2.14  -1.25  0.023
O  0.35  2.55  2.52  0.000
C  -0.57  3.57  2.58  0.000
C  -0.23  4.82  3.06  0.000
C  -1.20  5.81  3.10  0.000
C  -2.49  5.54  2.65  0.000
C  -2.79  4.29  2.13  0.000
C  -1.84  3.28  2.06  0.000
P  -2.07  1.57  1.33  0.002
C  -2.12  0.55  2.86  -0.003
C  -2.98  0.79  3.94  0.001
C  -2.87  0.04  5.10  0.000
C  -1.91  -0.96  5.20  0.003
C  -1.06  -1.21  4.13  -0.001
C  -1.17  -0.46  2.97  0.002
C  -3.82  1.66  0.77  -0.001
C  -4.78  0.73  1.15  0.001
C  -6.06  0.75  0.60  0.000
C  -6.39  1.70  -0.35  0.000
C  -5.43  2.63  -0.75  0.000
C  -4.16  2.59  -0.21  0.000
C  1.30  2.32  3.50  0.000
C  1.13  2.63  4.84  0.000
C  2.19  2.43  5.73  0.000
C  3.40  1.93  5.25  0.000
C  3.52  1.59  3.90  0.000
C  2.45  1.75  3.02  0.000
P  2.37  1.20  1.25  -0.001
C  4.09  0.66  0.89  0.000
C  4.58  -0.46  1.56  0.000
C  5.82  -0.99  1.25  0.000
C  6.59  -0.42  0.24  0.000
C  6.10  0.68  -0.46  0.000
C  4.85  1.21  -0.13  0.000
C  2.29  2.88  0.47  0.000
C  1.23  3.09  -0.41  0.000
C  1.07  4.33  -1.04  0.000
C  1.97  5.35  -0.78  0.000
C  3.03  5.15  0.10  0.000
C  3.18  3.92  0.73  0.000
H  0.77  5.01  3.40  0.000
H  -0.95  6.79  3.49  0.000
H  -3.25  6.31  2.69  0.000
H  -3.79  4.10  1.76  0.000
H  -3.73  1.58  3.87  0.000
H  -3.54  0.24  5.93  0.000
H  -1.82  -1.54  6.11  0.000
H  -0.31  -1.99  4.20  -0.002
H  -0.51  -0.67  2.13  -0.002
H  -4.54  -0.02  1.89  0.000
H  -6.79  0.02  0.92  0.000
H  -7.39  1.73  -0.77  0.000
H  -5.68  3.36  -1.51  0.000
H  -3.41  3.30  -0.55  0.000
H  0.18  3.00  5.20  0.000
H  2.07  2.66  6.78  0.000
H  4.25  1.80  5.91  0.000
H  4.44  1.17  3.55  0.000
H  3.98  -0.95  2.32  0.000
H  6.17  -1.87  1.78  0.000
H  7.56  -0.84  -0.02  0.000
H  6.68  1.12  -1.26  0.000
H  4.48  2.06  -0.70  0.000
H  0.52  2.29  -0.59  0.001
H  0.24  4.49  -1.72  0.000
H  1.86  6.32  -1.27  0.000
H  3.73  5.95  0.31  0.000
H  3.99  3.77  1.44  0.000
B  0.69  -1.76  -5.11  -0.014
N  -0.78  -2.07  -4.62  0.000
C  -1.86  -2.26  -5.41  0.000
C  -2.90  -2.72  -4.63  -0.001
C  -2.36  -2.78  -3.34  0.000
N  -1.08  -2.39  -3.34  0.008
N  1.33  -0.55  -4.32  0.001
C  1.74  0.63  -4.83  0.000
C  2.41  1.33  -3.84  0.000
C  2.34  0.48  -2.72  0.000
N  1.70  -0.65  -3.02  0.003
H  0.63  -1.43  -6.28  0.000
H  1.38  -2.74  -4.93  0.004
H  -1.80  -2.06  -6.47  0.000
H  -3.90  -2.98  -4.95  0.000
H  -2.83  -3.09  -2.41  -0.002
H  1.55  0.88  -5.86  0.000
H  2.87  2.30  -3.91  0.000
H  2.73  0.63  -1.72  0.000
Br  -4.66  -5.07  3.92  0.003
C  -3.34  -4.91  2.56  0.079
C  -2.80  -3.66  2.27  -0.040
C  -1.84  -3.55  1.28  0.055
C  -1.36  -4.67  0.57  -0.112
C  -1.95  -5.92  0.88  0.102
C  -2.93  -6.03  1.86  -0.037
N  -0.34  -4.46  -0.34  0.165
C  0.39  -5.50  -0.79  0.290
C  1.54  -5.35  -1.63  0.053
C  2.31  -6.50  -1.97  0.063
C  3.45  -6.36  -2.71  0.004
C  3.86  -5.08  -3.12  0.167
C  3.07  -4.01  -2.78  -0.071
N  1.93  -4.11  -2.06  0.145
H  -3.12  -2.80  2.82  -0.012
H  -1.42  -2.57  1.06  0.027
H  -1.66  -6.80  0.33  0.018
H  -3.37  -6.99  2.07  -0.002
H  0.20  -6.51  -0.46  0.058
H  1.98  -7.47  -1.62  -0.001
H  4.03  -7.23  -2.97  0.002
H  4.77  -4.92  -3.69  0.011
H  3.34  -3.00  -3.08  0.006
O  3.23  -3.35  2.33  0.001
C  2.58  -2.75  1.52  0.000
N  1.94  -2.13  0.72  -0.001
O  -1.03  0.33  -1.51  0.004
N  -1.56  0.84  -2.57  -0.002
C  -0.89  1.78  -3.26  0.000
C  -1.42  2.34  -4.40  0.000
C  -2.67  1.94  -4.85  0.000
C  -3.35  0.98  -4.12  0.000
C  -2.78  0.45  -2.98  0.000
H  0.09  2.01  -2.87  0.000
H  -0.84  3.08  -4.93  0.000
H  -3.10  2.36  -5.75  0.000
H  -4.32  0.62  -4.42  0.000
H  -3.25  -0.30  -2.36  0.000